# 1
{"formula": "C24H34Cl48IN2O5S", "method": "wB97M-V/def2-TZVPD", "homo_energy_ev": -12.06, "lumo_ha": -0.122, "homo_lumo_gap_ev": 8.75, "charge": 1, "elements": ["C", "C", "I", "C", "N", "C", "C", "C", "C", "S", "O", "O", "O", "C", "O", "N", "O", "H", "H", "H", "H", "H", "H", "H", "H", "H", "H", "H", "H", "H", "H", "H", "H", "H", "H", "C", "Cl", "Cl", "Cl", "H", "C", "Cl", "Cl", "Cl", "H", "C", "Cl", "Cl", "Cl", "H", "C", "Cl", "Cl", "Cl", "H", "C", "Cl", "Cl", "Cl", "H", "C", "Cl", "Cl", "Cl", "H", "C", "Cl", "Cl", "Cl", "H", "C", "Cl", "Cl", "Cl", "H", "C", "Cl", "Cl", "Cl", "H", "C", "Cl", "Cl", "Cl", "H", "C", "Cl", "Cl", "Cl", "H", "C", "Cl", "Cl", "Cl", "H", "C", "Cl", "Cl", "Cl", "H", "C", "Cl", "Cl", "Cl", "H", "C", "Cl", "Cl", "Cl", "H", "C", "Cl", "Cl", "Cl", "H"], "positions_angstrom": [[3.2955, 3.7840, 2.2420], [3.5327, 2.6539, 1.1557], [5.1365, 3.4402, -0.1189], [3.9598, 1.3689, 1.9409], [3.3845, 0.0720, 1.4398], [2.1294, -0.3999, 2.1162], [1.2086, 0.6690, 2.7533], [0.2798, 1.4236, 1.7326], [-1.1010, 1.6988, 2.4482], [-2.4548, 0.8646, 1.5401], [-3.7620, 1.0869, 2.1757], [-2.0763, -0.5439, 1.3279], [-2.4506, 1.6209, 0.0714], [3.3239, 0.0237, -0.0714], [2.0562, 0.3566, -0.5828], [1.5272, -0.7326, -1.2948], [0.5739, -0.3776, -1.8540], [4.3022, 4.1527, 2.5121], [2.7496, 3.4125, 3.1210], [2.8017, 4.6373, 1.7496], [2.5976, 2.5669, 0.5860], [3.8175, 1.5012, 3.0251], [5.0570, 1.2770, 1.8180], [4.0934, -0.6292, 1.6569], [1.4967, -1.0346, 1.4714], [2.4485, -1.0736, 2.9356], [1.6967, 1.3855, 3.4299], [0.5030, 0.1021, 3.3906], [0.6654, 2.4207, 1.4715], [0.0376, 0.8018, 0.8584], [-1.1050, 1.4343, 3.5152], [-1.3394, 2.7818, 2.3793], [-3.3668, 1.9078, -0.0895], [4.1663, 0.5767, -0.5357], [3.5008, -1.0418, -0.3249], [-6.0743, -1.5471, 1.9858], [-5.7685, -3.2847, 1.8937], [-7.1696, -1.0263, 0.7025], [-6.7122, -1.1243, 3.5764], [-5.1315, -1.0273, 1.8477], [-6.0308, 3.4835, 0.3675], [-6.6811, 1.8680, 0.6574], [-5.4180, 4.1916, 1.8672], [-4.7496, 3.4213, -0.8569], [-6.8272, 4.1124, -0.0059], [5.4192, -1.3210, -3.6704], [6.9417, -1.8817, -2.9762], [4.1984, -2.5978, -3.6083], [4.8460, 0.1231, -2.8205], [5.5891, -1.0597, -4.7088], [-5.9628, 1.3411, 6.7163], [-5.1822, 1.0586, 5.1587], [-7.5240, 0.5174, 6.7893], [-4.9143, 0.8064, 8.0378], [-6.1335, 2.4058, 6.8257], [-3.5688, 3.5295, 9.1998], [-2.0379, 3.5122, 8.3136], [-3.3111, 4.0043, 10.8801], [-4.7277, 4.6082, 8.4145], [-3.9777, 2.5257, 9.1873], [9.7977, -3.8080, -0.2374], [9.7601, -2.6155, 1.0656], [8.7475, -5.1781, 0.1428], [9.3227, -3.0693, -1.7712], [10.8132, -4.1737, -0.3354], [-0.4435, 5.8704, 4.2592], [-0.7201, 4.6781, 2.9775], [-1.1414, 5.2783, 5.7662], [1.2820, 6.2024, 4.4464], [-0.9418, 6.7926, 3.9833], [10.2886, -8.6183, 0.7706], [9.9565, -9.8353, -0.4658], [9.6559, -9.1300, 2.3390], [12.0213, -8.2863, 0.8730], [9.7873, -7.7017, 0.4870], [-3.0870, -3.0001, 8.7219], [-2.4345, -4.6058, 8.3696], [-2.0416, -2.1415, 9.8585], [-3.2929, -2.0642, 7.2378], [-4.0599, -3.1236, 9.1827], [-7.7860, 5.0849, -3.1416], [-8.4854, 3.5485, -2.6192], [-8.9990, 6.0865, -3.9414], [-7.0795, 5.9402, -1.7639], [-6.9951, 4.8747, -3.8516], [2.1484, -3.9834, -6.3604], [3.3630, -5.0107, -7.1275], [1.6189, -2.7088, -7.4644], [0.7736, -4.9449, -5.8090], [2.6015, -3.5101, -5.4989], [-7.7516, -3.7029, -1.9267], [-6.5106, -4.8117, -2.5216], [-8.1270, -2.4768, -3.1442], [-9.2090, -4.5883, -1.4664], [-7.3657, -3.2021, -1.0457], [2.9845, 0.2818, -9.6652], [4.4720, 0.1544, -10.6094], [3.3403, 0.7954, -8.0113], [1.8562, 1.4003, -10.4337], [2.5209, -0.6973, -9.6258], [5.0891, 3.7435, -11.5167], [6.5764, 3.6204, -12.4620], [5.4437, 4.2556, -9.8615], [3.9537, 4.8592, -12.2832], [4.6286, 2.7627, -11.4788], [-3.2418, -6.1635, 5.1447], [-1.9702, -7.2492, 4.5694], [-3.6611, -4.9784, 3.9035], [-4.6678, -7.0805, 5.6389], [-2.8665, -5.6290, 6.0089], [-2.3397, 0.6772, -10.5236], [-1.8731, 1.6064, -11.9518], [-3.9766, 0.0388, -10.7008], [-1.1881, -0.6312, -10.2299], [-2.3245, 1.3406, -9.6674]], "atomic_forces_ev_per_a": [[0.9, -0.1, -1.2], [-0.4, 0.8, 1.7], [-0.7, -0.6, 0.1], [1.2, 1.0, -0.6], [0.0, 0.3, -0.4], [-1.1, -0.4, 1.7], [-0.9, 0.0, -1.0], [-0.9, -0.1, 1.4], [-0.1, 0.9, -1.4], [-1.4, -2.0, 0.1], [2.1, 0.2, -1.0], [-0.1, 2.5, 0.2], [0.7, -1.0, 2.1], [0.1, -1.5, -0.9], [1.8, 1.5, 1.3], [-1.5, -0.4, -1.2], [0.5, -0.6, 0.3], [-0.6, -0.2, 0.4], [0.0, 0.3, -0.4], [-0.1, -0.4, 0.4], [0.6, -0.3, -0.1], [-0.4, -0.4, -0.5], [-0.6, -0.1, 0.0], [-0.1, 0.0, 0.1], [0.6, 0.4, -0.2], [0.1, 0.4, -0.4], [0.1, -0.3, -0.3], [0.6, 0.0, -0.3], [0.1, -0.6, -0.3], [0.6, 0.4, 0.2], [-0.4, -0.2, -0.5], [-0.2, -1.4, 0.0], [-0.2, 0.3, -0.1], [-0.8, 0.2, 0.7], [-0.1, 0.4, 0.1], [0.1, -0.1, 0.2], [0.0, 0.1, -0.2], [-0.2, -0.5, 0.0], [-0.2, -0.3, -0.4], [-0.1, 0.0, 0.0], [-0.2, -0.3, 0.5], [0.2, 0.6, -0.1], [0.0, 0.0, -0.1], [-0.1, 0.1, -0.2], [0.1, 0.0, -0.1], [0.2, -0.2, -0.1], [-0.6, 0.2, -0.1], [0.1, 0.1, 0.1], [0.1, 0.1, -0.4], [-0.1, 0.0, 0.1], [-0.1, 0.0, -0.2], [0.2, 0.4, 0.3], [0.1, 0.1, 0.0], [-0.2, -0.2, -0.1], [0.0, -0.1, 0.0], [0.1, 0.2, 0.3], [-0.1, -0.1, 0.1], [0.0, 0.0, -0.1], [0.0, -0.1, 0.0], [0.1, 0.3, 0.0], [-0.1, 0.1, 0.1], [0.0, -0.1, -0.1], [0.0, 0.1, 0.0], [0.5, -0.2, 0.2], [-0.1, 0.0, 0.0], [0.0, 0.0, 0.3], [0.3, 0.8, 0.1], [0.1, 0.2, -0.2], [-0.1, 0.0, -0.1], [0.0, -0.1, 0.0], [0.0, -0.2, 0.0], [0.0, 0.1, 0.1], [0.0, 0.1, -0.1], [-0.1, 0.0, 0.0], [0.0, -0.1, 0.0], [0.1, 0.1, -0.1], [0.0, 0.0, 0.1], [-0.1, 0.0, 0.0], [0.0, -0.2, 0.0], [0.0, 0.0, 0.0], [-0.2, 0.0, -0.1], [0.1, 0.0, 0.0], [0.1, -0.1, 0.1], [0.0, 0.2, -0.1], [0.0, 0.0, 0.1], [0.0, -0.2, -0.1], [0.0, 0.1, 0.1], [0.0, 0.0, 0.1], [0.1, 0.1, 0.0], [-0.1, 0.0, -0.1], [-0.1, -0.1, 0.0], [0.0, 0.1, 0.1], [0.0, 0.0, 0.1], [0.1, 0.1, 0.0], [0.0, 0.0, -0.1], [0.0, 0.1, -0.1], [0.0, -0.1, 0.0], [0.0, 0.0, 0.0], [0.1, 0.0, 0.0], [0.0, 0.0, 0.0], [0.0, 0.1, -0.1], [-0.1, 0.0, 0.1], [0.0, -0.1, 0.0], [0.0, -0.1, 0.0], [0.0, 0.1, 0.0], [-0.1, -0.1, -0.1], [0.0, 0.1, 0.1], [0.1, 0.0, 0.1], [0.1, 0.1, 0.0], [0.0, 0.0, -0.1], [0.0, 0.0, -0.1], [0.0, 0.0, 0.1], [0.1, 0.1, 0.0], [-0.1, 0.0, 0.0], [0.0, 0.0, 0.0]]}

# 2
{"formula": "C24H34FKN5O4", "method": "wB97M-V/def2-TZVPD", "homo_energy_ev": -3.34, "de_lowest_kj_mol": 0.0, "lumo_ha": 0.088, "homo_lumo_gap_ev": 5.72, "charge": -1, "elements": ["K", "C", "C", "C", "C", "C", "C", "C", "C", "N", "C", "C", "C", "C", "H", "H", "H", "H", "H", "H", "H", "H", "H", "H", "H", "H", "H", "H", "H", "H", "H", "H", "F", "C", "C", "N", "C", "C", "O", "O", "C", "O", "N", "C", "O", "H", "H", "H", "H", "C", "C", "N", "C", "C", "N", "C", "C", "H", "H", "H", "H", "H", "H", "H", "H", "H", "H", "H", "H"], "positions_angstrom": [[0.5947, 0.4534, 0.9972], [1.4815, 3.3629, -3.3485], [2.5771, 2.5062, -2.7623], [3.9149, 2.7506, -3.0937], [4.8979, 1.9345, -2.5460], [6.3494, 2.1688, -2.8882], [4.5725, 0.9001, -1.6811], [3.2258, 0.6092, -1.2978], [2.2609, 1.4794, -1.9035], [2.7538, -0.3294, -0.4686], [3.6178, -1.3312, 0.1374], [2.6953, -2.2566, 0.9443], [4.3323, -2.2198, -0.8958], [4.6286, -0.7406, 1.1402], [1.8844, 4.0852, -4.0597], [0.9537, 3.9200, -2.5704], [0.7402, 2.7544, -3.8724], [4.1778, 3.5558, -3.7712], [6.4619, 3.0049, -3.5798], [6.7926, 1.2845, -3.3525], [6.9342, 2.3914, -1.9925], [5.3912, 0.3090, -1.2954], [1.2126, 1.2722, -1.6987], [1.9264, -2.6786, 0.2934], [2.2037, -1.7145, 1.7577], [3.2592, -3.0775, 1.3964], [3.5859, -2.6855, -1.5433], [4.9005, -3.0131, -0.3997], [5.0144, -1.6602, -1.5324], [4.0894, -0.1943, 1.9183], [5.3250, -0.0454, 0.6759], [5.2084, -1.5331, 1.6243], [-3.6228, -3.7294, 2.3061], [-3.9484, -2.5190, 2.7896], [-3.0526, -1.7755, 3.4496], [-3.3565, -0.5278, 3.9445], [-2.2944, 0.2736, 4.5820], [-1.1121, 0.4504, 3.5984], [-0.4723, -0.6002, 3.3350], [-0.9306, 1.5850, 3.1186], [-4.6184, 0.0077, 3.8143], [-4.9629, 1.0846, 4.2547], [-5.5100, -0.7985, 3.1189], [-5.3023, -2.0552, 2.5609], [-6.1820, -2.6422, 1.9658], [-2.0216, -2.0768, 3.5871], [-1.9588, -0.2450, 5.4813], [-2.7345, 1.2295, 4.8390], [-6.4344, -0.4092, 3.0064], [-2.8434, 0.5363, 0.4240], [-4.2482, 0.3513, -0.2071], [-4.1339, -0.3178, -1.5041], [-3.4479, -1.5982, -1.3132], [-2.0165, -1.3586, -0.7587], [-1.8160, 0.0739, -0.5113], [-1.9453, 0.7986, -1.7780], [-3.3388, 0.5203, -2.4013], [-2.7295, -0.0418, 1.3433], [-2.6374, 1.5763, 0.6858], [-4.7445, 1.3115, -0.3642], [-4.8987, -0.2545, 0.4266], [-3.4207, -2.1189, -2.2729], [-4.0437, -2.2031, -0.6260], [-1.2458, -1.6910, -1.4573], [-1.8641, -1.8940, 0.1818], [-1.1341, 0.4806, -2.4362], [-1.8049, 1.8635, -1.5775], [-3.2498, 0.0022, -3.3589], [-3.8865, 1.4485, -2.5791]], "atomic_forces_ev_per_a": [[0.0, 0.0, 0.1], [0.0, 0.0, 0.0], [0.0, 0.0, 0.0], [0.0, 0.0, 0.0], [0.0, 0.0, 0.0], [0.0, 0.0, 0.0], [0.0, -0.1, 0.0], [0.0, 0.1, 0.0], [-0.1, 0.0, 0.0], [0.0, -0.1, 0.1], [0.0, 0.1, 0.0], [0.0, 0.0, 0.0], [0.0, 0.0, 0.0], [0.0, 0.0, 0.0], [0.0, 0.0, 0.0], [0.0, 0.0, 0.0], [0.0, 0.0, 0.0], [0.0, 0.0, 0.0], [0.0, 0.0, 0.0], [0.0, 0.0, 0.0], [0.0, 0.0, 0.0], [0.0, 0.0, 0.0], [0.0, 0.0, 0.0], [0.0, 0.0, 0.0], [0.0, 0.0, 0.0], [0.0, 0.0, 0.0], [0.0, 0.0, 0.0], [0.0, 0.0, 0.0], [0.0, 0.0, 0.0], [0.0, 0.0, 0.0], [0.0, 0.0, 0.0], [0.0, 0.0, 0.0], [0.0, 0.0, 0.0], [0.0, 0.0, 0.0], [0.0, 0.0, 0.0], [0.1, 0.0, 0.0], [0.0, 0.0, -0.1], [0.0, 0.1, -0.1], [0.0, 0.0, -0.1], [0.0, -0.1, 0.0], [-0.1, 0.0, 0.0], [0.0, 0.0, 0.0], [0.0, 0.0, 0.0], [0.0, 0.0, 0.0], [0.0, 0.0, 0.0], [0.0, 0.0, 0.0], [0.0, 0.0, 0.0], [0.0, 0.0, 0.0], [0.0, 0.0, 0.0], [0.0, 0.1, 0.1], [0.0, 0.0, 0.0], [0.0, 0.0, 0.0], [0.0, 0.0, 0.0], [0.0, 0.0, 0.0], [0.1, 0.0, 0.0], [0.0, 0.0, 0.0], [0.0, 0.0, 0.0], [-0.1, 0.0, 0.0], [0.0, 0.0, 0.0], [0.0, 0.0, 0.0], [0.0, 0.0, 0.0], [0.0, 0.0, 0.0], [0.0, 0.0, 0.0], [0.0, 0.0, 0.0], [0.0, 0.0, 0.0], [0.0, 0.0, 0.0], [0.0, 0.0, 0.0], [0.0, 0.0, 0.0], [0.0, 0.0, 0.0]]}

# 3
{"formula": "C24H34N4O", "method": "wB97M-V/def2-TZVPD", "smiles": "Cc1cc(C)c(CN2CCC(n3nccc3NC(=O)C3CCCC3)CC2)cc1C", "homo_energy_ev": -8.09, "de_lowest_kj_mol": 23.3, "lumo_ha": 0.023, "homo_lumo_gap_ev": 8.72, "elements": ["C", "C", "C", "C", "C", "C", "C", "N", "C", "C", "C", "N", "N", "C", "C", "C", "N", "C", "O", "C", "C", "C", "C", "C", "C", "C", "C", "C", "C", "H", "H", "H", "H", "H", "H", "H", "H", "H", "H", "H", "H", "H", "H", "H", "H", "H", "H", "H", "H", "H", "H", "H", "H", "H", "H", "H", "H", "H", "H", "H", "H", "H", "H"], "positions_angstrom": [[-7.5336, -0.6975, 1.6977], [-6.3098, -0.6650, 0.8332], [-6.0512, 0.4316, 0.0241], [-4.9341, 0.5068, -0.7939], [-4.7036, 1.7057, -1.6596], [-4.0382, -0.5631, -0.7991], [-2.8078, -0.5375, -1.6644], [-1.9037, 0.5405, -1.2947], [-1.3975, 0.4479, 0.0678], [-0.0264, -0.2245, 0.1340], [1.0102, 0.6580, -0.5862], [1.6356, 1.5554, 0.3632], [1.0669, 2.7205, 0.6635], [1.7802, 3.2569, 1.6325], [2.8426, 2.4232, 1.9882], [2.7165, 1.3333, 1.1451], [3.5132, 0.1818, 1.1406], [4.1165, -0.4076, 0.0660], [3.8866, -0.0972, -1.0809], [5.0988, -1.4958, 0.4822], [6.4110, -0.8501, 0.9867], [7.3879, -1.0112, -0.1753], [7.0295, -2.3845, -0.7309], [5.5011, -2.3761, -0.7134], [0.3322, 1.4698, -1.6980], [-0.8412, 0.6939, -2.2777], [-4.2938, -1.6597, 0.0110], [-5.4132, -1.7342, 0.8263], [-5.6489, -2.9415, 1.6829], [-8.1629, -1.5493, 1.4406], [-8.1161, 0.2120, 1.5750], [-7.2598, -0.7943, 2.7481], [-6.7481, 1.2590, 0.0309], [-4.8248, 1.4395, -2.7100], [-5.4110, 2.4960, -1.4214], [-3.6884, 2.0703, -1.5243], [-2.3090, -1.5237, -1.6242], [-3.1030, -0.3615, -2.7046], [-1.3101, 1.4611, 0.4751], [-2.1256, -0.0947, 0.6734], [0.2704, -0.3790, 1.1730], [-0.0745, -1.2026, -0.3484], [1.7983, 0.0346, -1.0136], [1.5135, 4.2126, 2.0372], [3.5928, 2.5842, 2.7354], [3.8868, -0.0498, 2.0508], [4.6324, -2.0856, 1.2760], [6.2782, 0.1949, 1.2693], [6.7798, -1.3955, 1.8574], [8.4267, -0.9363, 0.1427], [7.1948, -0.2472, -0.9292], [7.4293, -2.5529, -1.7291], [7.4134, -3.1636, -0.0692], [5.0812, -3.3781, -0.6412], [5.1221, -1.9090, -1.6242], [-0.0255, 2.4098, -1.2799], [1.0544, 1.6929, -2.4832], [-1.2558, 1.2312, -3.1378], [-0.4786, -0.2845, -2.6423], [-3.5976, -2.4888, 0.0044], [-6.5952, -3.4166, 1.4251], [-4.8512, -3.6686, 1.5524], [-5.6952, -2.6633, 2.7357]], "atomic_forces_ev_per_a": [[0.1, 0.0, 0.0], [0.1, 0.0, 0.0], [0.1, -0.1, 0.0], [0.0, 0.0, 0.0], [0.0, 0.1, 0.0], [-0.1, -0.1, 0.0], [0.0, 0.1, 0.1], [0.1, -0.1, -0.1], [0.1, 0.0, 0.3], [-0.2, 0.1, 0.0], [-0.4, -0.5, -0.3], [0.7, -0.1, 0.3], [-0.5, 0.6, -0.1], [0.1, -0.3, 0.0], [0.1, -0.3, -0.2], [0.1, 0.5, 0.2], [-0.3, 0.1, 0.4], [0.1, -0.4, 0.1], [0.1, 0.2, -0.2], [-0.1, 0.0, -0.2], [0.1, 0.1, 0.0], [0.1, -0.1, 0.1], [0.0, 0.1, 0.0], [0.0, -0.1, -0.1], [0.0, -0.1, -0.1], [0.1, 0.1, -0.1], [-0.1, 0.1, -0.1], [0.0, 0.0, 0.0], [0.0, 0.1, 0.0], [-0.1, 0.0, 0.1], [-0.1, 0.0, 0.0], [-0.1, 0.0, 0.1], [-0.1, 0.1, 0.0], [0.0, 0.1, -0.1], [-0.1, 0.1, 0.0], [0.0, 0.1, -0.1], [0.0, 0.0, -0.1], [0.1, -0.1, 0.0], [0.0, -0.1, 0.1], [0.0, 0.1, 0.0], [0.0, -0.1, 0.0], [0.0, -0.1, 0.0], [-0.1, 0.2, 0.1], [-0.1, 0.2, 0.1], [0.2, 0.0, 0.1], [-0.1, -0.1, -0.2], [0.0, 0.1, 0.0], [0.0, 0.0, 0.1], [0.0, 0.0, 0.0], [0.0, 0.1, 0.0], [0.0, 0.1, 0.0], [0.0, -0.1, 0.0], [0.1, 0.0, 0.0], [-0.1, 0.0, 0.0], [0.0, -0.1, 0.0], [0.0, 0.0, -0.1], [0.0, 0.1, 0.0], [0.1, -0.1, 0.0], [-0.1, 0.0, 0.0], [0.1, -0.1, 0.0], [-0.1, -0.1, 0.1], [0.0, -0.1, 0.0], [0.0, -0.1, 0.1]]}